{"formula": "C4H4O", "method": "the ωB97M-V functional and the def2-TZVPD basis", "symbols": ["C", "C", "C", "C", "O", "H", "H", "H", "H"], "xyz": [[-1.61751, 0.17159, -0.13876], [-2.38317, 1.13964, -0.04162], [-0.19193, -0.27610, -0.30497], [1.05884, 0.12696, 0.37130], [-1.10163, -1.13916, 0.14579], [0.01786, -0.49541, -1.89101], [0.80358, -0.06489, 1.43356], [1.43416, 1.14944, 0.27879], [1.97980, -0.61207, 0.14693]], "homo_lumo_gap_ev": 9.29, "charge": 0, "e_above_lowest_kj_mol": 718.0}